1.
The following is a quantum chemistry calculation of a cluster of 9 separate species, C54H126N8 in total in a non-equilibrium geometry, from OMol25.

Its SMILES is CCN(CC)CC.CCN(CC)CC.CCN(CC)CC.CCN(CC)CC.CCN(CC)CC.CCN(CC)CC.CCN(CC)CC.CCN(CC)CC.c1ccccc1. For the LUMO energy, the calculation gives 0.0233 Ha. The orbital gap is 8.80 eV. As for the energy: -2570.967285 Ha. The highest occupied orbital energy is -8.2 eV. As for the charge: 0.

Structure (XYZ):
```
188
C54H126N8 ωB97M-V with the def2-TZVPD basis set
C -5.743 -4.561 -1.033
C -5.684 -3.342 -1.850
N -5.421 -3.605 -3.283
C -5.921 -2.535 -4.183
C -7.410 -2.531 -4.257
C -3.957 -3.883 -3.496
C -3.732 -4.637 -4.788
H -6.183 -4.429 -0.038
H -4.777 -5.067 -0.962
H -6.402 -5.250 -1.539
H -6.645 -2.792 -1.817
H -4.990 -2.626 -1.413
H -5.535 -1.553 -3.918
H -5.534 -2.735 -5.190
H -7.914 -2.314 -3.313
H -7.688 -1.726 -4.936
H -7.757 -3.515 -4.629
H -3.595 -4.511 -2.700
H -3.380 -2.960 -3.519
H -4.151 -4.068 -5.647
H -4.278 -5.578 -4.861
H -2.697 -4.949 -4.844
C -5.525 1.457 3.307
C -3.991 1.257 3.406
N -3.537 0.750 4.709
C -2.026 0.619 4.671
C -1.420 0.109 5.950
C -4.217 -0.463 5.141
C -4.021 -1.636 4.206
H -6.163 0.563 3.190
H -5.721 2.116 2.481
H -5.834 1.983 4.224
H -3.503 0.670 2.625
H -3.562 2.254 3.268
H -1.795 -0.026 3.832
H -1.590 1.595 4.473
H -1.610 -0.956 6.052
H -0.364 0.241 6.002
H -1.842 0.683 6.788
H -5.302 -0.291 5.301
H -3.822 -0.706 6.130
H -4.482 -2.524 4.639
H -2.957 -1.800 4.066
H -4.473 -1.507 3.200
C 4.124 -3.493 -0.743
C 4.441 -4.637 0.233
N 4.358 -5.929 -0.415
C 5.428 -6.259 -1.372
C 4.890 -7.238 -2.434
C 4.340 -6.967 0.602
C 3.012 -7.138 1.333
H 3.072 -3.491 -1.064
H 4.751 -3.409 -1.642
H 4.165 -2.538 -0.200
H 5.431 -4.477 0.673
H 3.750 -4.565 1.082
H 5.782 -5.324 -1.816
H 6.310 -6.678 -0.889
H 5.632 -7.567 -3.182
H 4.427 -8.149 -2.050
H 4.060 -6.724 -2.937
H 5.137 -6.774 1.340
H 4.593 -7.900 0.097
H 3.043 -7.848 2.147
H 2.266 -7.415 0.594
H 2.670 -6.186 1.778
C -3.388 4.194 -5.147
C -2.553 3.131 -4.491
N -2.878 2.812 -3.143
C -2.266 3.865 -2.222
C -2.919 3.898 -0.843
C -2.357 1.469 -2.790
C -3.228 0.370 -3.341
H -3.341 5.068 -4.513
H -4.445 3.857 -5.184
H -3.110 4.376 -6.183
H -2.575 2.225 -5.119
H -1.501 3.408 -4.525
H -2.384 4.855 -2.650
H -1.188 3.687 -2.142
H -2.802 2.996 -0.270
H -3.974 4.226 -0.881
H -2.347 4.646 -0.314
H -1.285 1.334 -3.003
H -2.351 1.397 -1.702
H -3.400 0.423 -4.431
H -2.819 -0.611 -3.154
H -4.200 0.485 -2.865
C -1.859 -2.830 -0.547
C -0.426 -2.315 -0.772
N -0.243 -0.882 -0.571
C 1.122 -0.477 -0.982
C 1.285 -0.627 -2.524
C -0.455 -0.450 0.759
C -0.844 1.047 0.903
H -1.891 -3.883 -0.813
H -2.479 -2.240 -1.240
H -2.257 -2.726 0.460
H 0.306 -2.800 -0.120
H -0.182 -2.578 -1.816
H 1.322 0.533 -0.656
H 1.864 -1.058 -0.417
H 1.573 -1.644 -2.805
H 0.388 -0.326 -3.053
H 2.080 0.001 -2.907
H 0.467 -0.606 1.341
H -1.230 -0.968 1.302
H -1.844 1.114 0.482
H -0.180 1.780 0.414
H -0.980 1.223 1.970
C 0.593 5.995 -1.128
C 1.230 4.804 -0.413
N 2.302 4.114 -1.101
C 1.755 3.428 -2.314
C 2.844 3.116 -3.317
C 2.916 3.136 -0.203
C 3.865 3.751 0.861
H 0.179 5.719 -2.088
H 1.340 6.749 -1.303
H -0.217 6.468 -0.542
H 1.604 5.149 0.539
H 0.436 4.064 -0.221
H 1.266 2.498 -2.030
H 1.044 4.099 -2.787
H 2.361 2.634 -4.177
H 3.280 4.024 -3.734
H 3.577 2.368 -2.987
H 3.456 2.367 -0.772
H 2.145 2.514 0.273
H 4.369 2.948 1.396
H 3.316 4.261 1.661
H 4.585 4.443 0.435
C 5.735 0.158 -1.880
C 7.249 0.273 -1.936
N 7.942 -0.983 -1.600
C 9.193 -1.064 -2.382
C 8.965 -1.290 -3.895
C 8.199 -1.079 -0.193
C 8.441 -2.509 0.260
H 5.251 -0.439 -2.655
H 5.295 1.161 -1.965
H 5.461 -0.243 -0.903
H 7.567 0.720 -2.894
H 7.594 0.959 -1.162
H 9.805 -0.174 -2.232
H 9.756 -1.892 -1.995
H 8.294 -2.142 -4.056
H 8.475 -0.462 -4.442
H 9.905 -1.508 -4.397
H 7.307 -0.726 0.341
H 9.043 -0.421 0.010
H 9.385 -2.862 -0.176
H 7.605 -3.107 -0.129
H 8.566 -2.618 1.332
C -0.036 6.185 6.584
C 1.365 5.583 6.208
N 1.245 4.315 5.465
C 0.598 4.507 4.138
C 0.832 3.375 3.178
C 0.644 3.244 6.201
C 1.246 2.920 7.525
H -0.629 6.308 5.664
H 0.009 7.182 7.052
H -0.550 5.503 7.252
H 1.915 6.260 5.569
H 1.959 5.445 7.099
H 1.075 5.372 3.687
H -0.466 4.737 4.277
H 1.892 3.063 3.190
H 0.626 3.673 2.125
H 0.180 2.534 3.434
H -0.391 3.486 6.351
H 0.750 2.368 5.551
H 1.050 3.718 8.253
H 0.917 1.927 7.862
H 2.320 2.880 7.390
C -4.656 -0.038 -0.039
C -5.295 1.093 -0.574
C -6.665 1.177 -0.510
C -7.422 0.207 0.156
C -6.810 -0.871 0.759
C -5.408 -1.017 0.627
H -3.591 -0.120 -0.133
H -4.777 1.901 -1.067
H -7.074 2.065 -0.983
H -8.499 0.246 0.211
H -7.378 -1.625 1.280
H -5.009 -1.921 1.050
```

These are the Mulliken partial charges, in e, on atoms 1 to 5: number 1, C, carries -1.683; number 2, C, carries 0.646; number 3, N, carries 0.183; number 4, C, carries 0.332; number 5, C, carries -1.479

***

2.
The following is a quantum chemistry calculation of a structure of composition CH3Cl2N4 in a non-equilibrium geometry, from OMol25.

For the LUMO energy (alpha / beta), the calculation gives -0.2230 / -0.2553 Ha. The expectation value of S² is 2.008. The orbital gap (alpha / beta) is 6.44 / 7.58 eV. As for the energy: -1178.723312 Ha. The highest occupied orbital energy (alpha / beta) is -12.5 / -14.5 eV. As for the charge: +1. As for the spin multiplicity: 3. The value obtained for the energy above the lowest of the compared OMol25 structures with the same formula, charge and spin is 137.17 kJ/mol.

Structure (XYZ):
```
10
CH3Cl2N4 ωB97M-V with the def2-TZVPD basis set
C -0.186 0.666 0.256
N -0.543 0.066 3.094
N 0.247 -0.188 -0.449
N -0.132 -0.513 2.199
N 0.512 -0.623 -1.618
Cl 0.063 0.724 -3.260
Cl 2.132 -1.266 -1.877
H -0.836 1.558 0.450
H -1.049 0.954 3.180
H -0.207 -1.379 -1.976
```

These are the Mulliken partial charges, in e, on atoms 1 to 5: number 1, C, carries 0.160; number 2, N, carries -0.175; number 3, N, carries 0.287; number 4, N, carries 0.099; number 5, N, carries -0.560

***

3.
The following is a quantum chemistry calculation of the ion NO4P with charge -2 in a non-equilibrium geometry, from OMol25.

Its SMILES is O=NP(=O)([O-])[O-]. For the LUMO energy, the calculation gives 0.2827 Ha. The orbital gap is 6.41 eV. As for the energy: -697.028050 Ha. The highest occupied orbital energy is 1.3 eV. As for the charge: -2. The value obtained for the energy above the lowest of the compared OMol25 structures with the same formula, charge and spin is 72.04 kJ/mol.

Structure (XYZ):
```
6
NO4P ωB97M-V with the def2-TZVPD basis set
O -2.111 -0.141 0.047
N -1.068 -0.034 -0.627
P 0.544 0.175 0.102
O 0.708 0.705 1.520
O 1.553 0.761 -0.882
O 0.373 -1.466 -0.160
```

These are the Mulliken partial charges, in e, on atoms 1 to 5: number 1, O, carries -0.498; number 2, N, carries -0.053; number 3, P, carries 0.883; number 4, O, carries -0.765; number 5, O, carries -0.790

***

4.
The following is a quantum chemistry calculation of a structure of composition C4H12NO3 in a non-equilibrium geometry, from OMol25.

For the LUMO energy, the calculation gives 0.1271 Ha. The orbital gap is 7.20 eV. As for the energy: -440.000544 Ha. The highest occupied orbital energy is -3.7 eV. As for the charge: -1. The value obtained for the energy above the lowest of the compared OMol25 structures with the same formula, charge and spin is 282.51 kJ/mol.

Structure (XYZ):
```
20
C4H12NO3 ωB97M-V with the def2-TZVPD basis set
C -0.599 0.245 2.441
O -0.882 1.434 2.992
C 0.144 0.395 0.960
C -0.898 -0.329 -0.004
C -0.453 -0.291 -1.525
O 0.868 -0.056 -1.758
N 1.573 -0.042 1.090
H -0.128 -0.317 3.366
H -1.736 -0.066 2.128
H -0.547 2.247 2.575
H 0.113 1.387 0.480
H -0.987 -1.303 0.365
H -1.949 0.031 0.245
H -0.617 -1.271 -1.968
H -1.064 0.435 -2.099
H 1.918 0.071 0.167
H 1.573 -1.106 1.405
H 1.349 -0.654 -2.798
H 1.030 0.052 -4.114
O 1.291 -0.862 -3.949
```

These are the Mulliken partial charges, in e, on atoms 1 to 5: number 1, C, carries -0.042; number 2, O, carries -0.522; number 3, C, carries -0.007; number 4, C, carries -0.894; number 5, C, carries -0.527

***

5.
The following is a quantum chemistry calculation of the ion C4H10N with charge +1 in a non-equilibrium geometry, from OMol25.

Its SMILES is C=C([NH3+])CC. For the LUMO energy, the calculation gives -0.1521 Ha. The orbital gap is 10.40 eV. As for the energy: -212.823616 Ha. The highest occupied orbital energy is -14.5 eV. As for the charge: +1. The value obtained for the energy above the lowest of the compared OMol25 structures with the same formula, charge and spin is 253.98 kJ/mol.

Structure (XYZ):
```
15
C4H10N ωB97M-V with the def2-TZVPD basis set
C -0.082 1.179 -1.681
C 0.100 0.281 -0.658
N 1.083 -0.887 -0.765
C -0.934 0.338 0.446
C -0.280 -0.188 1.777
H -1.099 1.464 -2.004
H 0.796 1.035 -2.383
H 2.049 -0.587 -0.850
H 1.162 -1.369 0.080
H 0.879 -1.505 -1.567
H -1.314 1.370 0.777
H -1.829 -0.313 0.235
H -1.076 0.011 2.509
H 0.567 0.350 2.141
H -0.022 -1.179 1.942
```

These are the Mulliken partial charges, in e, on atoms 1 to 5: number 1, C, carries -0.807; number 2, C, carries 0.193; number 3, N, carries -0.230; number 4, C, carries -0.227; number 5, C, carries -1.535